Entry 1:
A 2-piece molecular cluster, C3H13N4 overall, computed with wB97M-V/def2-TZVPD.

Summary:
gap between HOMO and LUMO (spin up / spin down) = 3.1267 / 10.2308 eV
E_HOMO (spin up / spin down) = -2.46 / -9.76 eV
charge = 0
2S+1 = 2

Geometry as XYZ:
```
20
Properties=species:S:1:pos:R:3:nbo_charge:R:1
C -2.53 0.51 -0.05 -0.59
N -1.56 0.38 -1.18 -0.77
C -1.08 1.64 -1.75 -0.59
H -3.04 -0.45 0.05 0.21
H -1.97 0.78 0.85 0.19
H -3.24 1.29 -0.27 0.21
H -2.03 -0.21 -1.91 0.28
H -0.71 -0.18 -0.84 0.45
H -1.91 2.32 -1.94 0.21
H -0.54 1.43 -2.67 0.21
H -0.39 2.11 -1.04 0.21
N 2.79 -0.70 0.83 -0.82
C 1.42 -0.74 0.76 0.57
N 0.77 -0.65 1.96 -0.82
N 0.75 -0.92 -0.32 -0.85
H 3.27 -0.41 0.00 0.39
H 3.21 -0.37 1.68 0.38
H 1.18 -0.06 2.67 0.38
H -0.23 -0.62 1.90 0.40
H 1.37 -1.11 -1.11 0.35
```

***

Entry 2:
A 2-piece molecular cluster, C3H13N4 overall at a distorted geometry, computed with wB97M-V/def2-TZVPD.

Summary:
gap between HOMO and LUMO = 11.0424 eV
E_HOMO = -13.80 eV
charge = +1
2S+1 = 1

Geometry as XYZ:
```
20
Properties=species:S:1:pos:R:3:nbo_charge:R:1
C -2.49 0.28 -1.15 -0.63
C -2.00 1.41 -0.25 -0.22
N -0.53 1.20 0.01 -0.74
H -3.53 0.52 -1.46 0.25
H -1.91 0.25 -2.06 0.21
H -2.48 -0.71 -0.62 0.23
H -2.16 2.39 -0.71 0.22
H -2.51 1.30 0.70 0.22
H -0.30 0.18 0.43 0.46
H -0.12 1.84 0.70 0.43
H 0.03 1.22 -0.87 0.43
N 2.84 -1.09 1.41 -0.80
C 1.69 -0.92 0.66 0.63
N 1.91 -0.59 -0.74 -0.84
N 0.49 -0.94 1.17 -0.83
H 2.86 -1.66 2.25 0.42
H 3.64 -1.15 0.79 0.39
H 2.81 -0.91 -1.08 0.39
H 1.31 -1.20 -1.26 0.39
H 0.48 -1.40 2.09 0.39
```

***

Entry 3:
A 2-piece molecular cluster, C3H13N4 overall, computed with wB97M-V/def2-TZVPD.

Summary:
gap between HOMO and LUMO = 9.1672 eV
E_HOMO = -12.64 eV
charge = +1
2S+1 = 1

Geometry as XYZ:
```
20
Properties=species:S:1:pos:R:3:nbo_charge:R:1
C -1.24 -1.15 0.24 0.10
C -1.42 -1.44 -1.06 -0.25
N -0.23 -1.57 -1.93 -0.66
N -2.18 -0.81 1.15 -0.77
H -0.23 -1.16 0.63 0.20
H -2.37 -1.45 -1.57 0.23
H -0.13 -0.78 -2.56 0.44
H 0.61 -1.59 -1.35 0.44
H -0.24 -2.42 -2.50 0.44
H -3.11 -0.67 0.78 0.39
H -1.88 -0.03 1.72 0.42
N 2.53 1.79 0.39 -0.82
C 1.44 0.84 0.55 -0.05
N 0.16 1.34 1.10 -0.87
H 2.24 2.58 -0.17 0.36
H 2.80 2.13 1.30 0.36
H 1.23 0.43 -0.44 0.13
H 1.78 0.04 1.20 0.19
H 0.40 1.79 1.98 0.37
H -0.16 2.12 0.53 0.36
```

***

Entry 4:
A 3-piece molecular cluster, C3H13N5 overall at a distorted geometry, computed with wB97M-V/def2-TZVPD.

Summary:
gap between HOMO and LUMO (spin up / spin down) = 6.8728 / 8.0652 eV
E_HOMO (spin up / spin down) = -6.50 / -7.11 eV
charge = 0
2S+1 = 1

Geometry as XYZ:
```
21
Properties=species:S:1:pos:R:3:nbo_charge:R:1
C 0.71 -1.37 -0.17 -0.43
N 0.56 0.06 -0.02 -0.35
C -1.65 0.29 -0.92 0.16
N 1.19 0.95 -0.91 -0.67
N -1.98 1.62 -0.78 -0.88
C -2.46 -0.73 -1.18 -0.64
H 2.19 0.83 -0.79 0.37
H 0.87 0.73 -1.85 0.35
H -1.29 2.29 -1.11 0.39
H -2.94 1.90 -0.94 0.37
H 0.08 -1.86 0.57 0.21
H 1.75 -1.66 0.01 0.21
H 0.36 -1.68 -1.15 0.20
H -3.48 -0.59 -1.53 0.19
H -2.10 -1.75 -1.19 0.20
N 1.75 -0.18 2.67 -0.64
N 2.05 0.38 1.45 -0.45
H 1.81 -1.19 2.62 0.35
H 0.90 0.13 3.13 0.34
H 1.97 1.39 1.59 0.31
H -0.29 0.46 0.49 0.43
```

***

Entry 5:
C3H13NO2S as an isolated structure at a distorted geometry, computed with wB97M-V/def2-TZVPD.

Summary:
gap between HOMO and LUMO = 3.7907 eV
E_HOMO = -9.01 eV
charge = 0
2S+1 = 1

Geometry as XYZ:
```
20
Properties=species:S:1:pos:R:3:nbo_charge:R:1
C 0.75 -0.88 1.42 -0.64
C 0.72 0.41 0.55 -0.11
C 1.49 0.28 -0.74 -0.66
S 1.50 1.89 -1.43 0.44
N 1.30 1.38 1.51 -0.83
H 1.71 -1.03 1.93 0.21
H 0.51 -1.75 0.71 0.24
H -0.02 -0.94 2.20 0.23
H -0.33 0.60 0.30 0.25
H 2.39 -0.34 -0.59 0.30
H 0.83 -0.29 -1.47 0.38
H -1.70 0.94 -3.12 0.01
H 0.70 1.63 2.29 0.38
H 1.45 2.23 0.94 0.33
H -1.82 -0.84 -0.27 0.50
H -3.32 0.15 0.44 0.47
O -2.40 -0.11 0.36 -1.01
H -1.21 0.57 -2.70 -0.01
H -1.51 -2.25 -1.47 0.46
O -1.06 -1.66 -0.85 -0.93
```

***

Entry 6:
A 3-piece molecular cluster, C3H13NO2S2 overall at a distorted geometry, computed with wB97M-V/def2-TZVPD.

Summary:
structure (SMILES) = CNCCSS.O.O
gap between HOMO and LUMO = 8.9159 eV
E_HOMO = -8.44 eV
charge = 0
2S+1 = 1

Geometry as XYZ:
```
21
Properties=species:S:1:pos:R:3:nbo_charge:R:1
C -0.82 -0.67 2.33 -0.42
N 0.24 0.29 2.06 -0.62
C 1.60 -0.28 2.10 -0.23
C 2.14 -0.63 0.72 -0.55
S 2.43 0.80 -0.35 0.10
S 3.04 2.49 0.66 -0.14
H -0.47 -1.71 2.49 0.17
H -1.45 -0.85 1.46 0.19
H -1.39 -0.41 3.22 0.20
H 0.25 0.94 2.82 0.36
H 2.22 0.45 2.63 0.20
H 1.67 -1.17 2.73 0.18
H 1.40 -1.34 0.30 0.23
H 3.04 -1.24 0.67 0.22
H 4.13 2.16 1.41 0.12
O -4.14 0.26 -3.01 -0.96
H -4.60 1.00 -2.64 0.48
H -4.23 -0.54 -2.49 0.48
O -1.40 0.30 -5.94 -0.93
H -1.41 0.18 -4.99 0.47
H -2.26 -0.02 -6.17 0.46
```

***

Entry 7:
A 4-piece molecular cluster, C3H13NO3 overall at a distorted geometry, computed with wB97M-V/def2-TZVPD.

Summary:
structure (SMILES) = C/C=C/N.O.O.O
gap between HOMO and LUMO = 8.8296 eV
E_HOMO = -8.56 eV
charge = 0
2S+1 = 1

Geometry as XYZ:
```
20
Properties=species:S:1:pos:R:3:nbo_charge:R:1
C 1.18 -1.73 -1.69 -0.64
C 1.02 -0.65 -0.71 -0.32
C 1.50 0.62 -0.99 0.03
N 1.35 1.84 -0.14 -0.85
H 1.43 -2.63 -1.09 0.21
H 2.09 -1.49 -2.38 0.22
H 0.37 -2.08 -2.32 0.22
H 0.50 -0.77 0.26 0.19
H 1.99 0.99 -1.90 0.19
H 1.94 2.57 -0.45 0.36
H 1.63 1.75 0.93 0.38
O -1.47 0.86 4.23 -0.96
H -1.57 0.94 3.28 0.49
H -1.38 -0.06 4.50 0.47
O -1.08 0.41 -2.47 -0.92
H -1.04 -0.10 -1.58 0.46
H -1.16 1.21 -2.03 0.46
O -2.40 -0.45 1.94 -0.93
H -3.16 -0.62 1.39 0.47
H -1.74 -0.63 1.22 0.46
```

***

Listing E_tot for the structures above in their given order: -341.011650 -340.911237 -340.853553 -395.612419 -725.228873 -1123.660435 -402.498559 hartree.
Listing energy relative to the best compared isomer or geometry (same formula, charge and spin) for the structures above in their given order: 51.5 84.6 236.1 733.3 768.0 141.5 215.0 kJ/mol.